[1]
The following is a DFT calculation (the ωB97M-V functional and the def2-TZVPD basis) of a structure of composition C57H51BrFInN5O3P2.

Its net charge is +1. The value obtained for the LUMO energy (spin up / spin down) is -3.9 / -4.0 eV. Its multiplicity is 1.

Last column: Löwdin charge in e.
Element x y z (Å)
In  -0.6755  -0.0204  0.4567  1.033
Br  6.7222  1.8146  5.4236  0.768
C  4.9843  2.0602  6.1248  -0.677
C  4.0232  2.7170  5.3660  -0.134
C  2.7494  2.8680  5.8686  -0.003
C  2.4342  2.3906  7.1549  -0.285
C  3.4314  1.7749  7.9257  -0.005
C  4.6934  1.5924  7.4024  -0.111
N  1.2064  2.6098  7.7205  0.098
N  0.1664  2.9137  7.1129  0.110
C  -0.4378  2.4150  6.0672  -0.216
C  -1.4419  3.2234  5.4351  0.023
C  -1.9534  2.8924  4.2348  0.026
C  -1.5589  1.6803  3.5429  -0.333
O  -1.8698  1.4751  2.3718  -0.095
C  -0.7885  0.6920  4.3392  -0.149
N  -0.7359  -0.5506  3.8588  0.135
C  -0.1345  -1.4826  4.5756  -0.111
C  0.5031  -1.2138  5.7871  -0.014
C  0.4646  0.0699  6.2847  0.015
C  -0.2114  1.0600  5.5646  -0.071
H  4.2805  3.1078  4.3906  0.097
H  1.9892  3.3842  5.2949  0.117
H  3.1893  1.4301  8.9223  0.123
H  5.4638  1.0970  7.9763  0.107
H  -1.7151  4.1533  5.9177  0.128
H  -2.6482  3.5397  3.7176  0.114
H  -0.1649  -2.4905  4.1803  0.116
H  1.0054  -2.0056  6.3256  0.115
H  0.9108  0.2982  7.2422  0.110
N  2.3291  -3.0679  -0.6898  -0.266
P  2.1884  -2.6412  0.9222  0.649
C  3.2142  -3.6849  1.9731  -0.244
C  4.5957  -3.5060  1.8837  -0.064
C  5.4454  -4.3463  2.5842  -0.066
C  4.9188  -5.3517  3.3825  -0.069
C  3.5454  -5.5068  3.5019  -0.068
C  2.6875  -4.6825  2.7890  -0.062
C  3.0704  -1.0334  0.9101  -0.284
C  3.9093  -0.6177  -0.1200  -0.085
C  4.5588  0.6071  -0.0419  -0.059
C  4.3960  1.4160  1.0731  -0.066
C  3.5672  1.0050  2.1085  -0.071
C  2.9084  -0.2109  2.0266  -0.075
P  1.3010  -2.1501  -1.7720  1.009
C  2.5159  -1.8091  -3.1126  -0.386
C  2.6446  -0.5093  -3.5904  -0.111
C  3.6169  -0.2004  -4.5332  -0.079
C  4.4665  -1.1905  -4.9990  -0.077
C  4.3373  -2.4933  -4.5301  -0.071
C  3.3631  -2.8033  -3.5972  -0.087
C  0.3498  -3.4883  -2.5844  -0.356
C  -0.2514  -3.1577  -3.7999  -0.100
C  -0.9834  -4.0983  -4.5022  -0.073
C  -1.1190  -5.3865  -4.0005  -0.078
C  -0.5555  -5.7107  -2.7776  -0.073
C  0.1654  -4.7630  -2.0623  -0.090
H  2.2212  -4.0714  -0.7981  0.058
H  4.9951  -2.7152  1.2630  0.104
H  6.5167  -4.2129  2.5137  0.110
H  5.5854  -6.0221  3.9096  0.110
H  3.1352  -6.2798  4.1381  0.109
H  1.6169  -4.8135  2.8512  0.102
H  4.0612  -1.2442  -0.9884  0.092
H  5.1984  0.9189  -0.8578  0.111
H  4.9283  2.3564  1.1418  0.109
H  3.4348  1.6241  2.9860  0.078
H  2.2679  -0.5358  2.8393  0.103
H  1.9913  0.2655  -3.2043  0.090
H  3.7180  0.8147  -4.8961  0.105
H  5.2371  -0.9502  -5.7198  0.107
H  5.0004  -3.2682  -4.8929  0.108
H  3.2660  -3.8194  -3.2338  0.108
H  -0.1312  -2.1548  -4.1955  0.092
H  -1.4459  -3.8340  -5.4443  0.107
H  -1.6784  -6.1301  -4.5523  0.107
H  -0.6789  -6.7066  -2.3721  0.108
H  0.5450  -5.0307  -1.0827  0.090
C  0.8738  3.7352  1.5888  -0.051
C  0.2313  4.1240  0.2500  -0.366
C  0.7293  5.4959  -0.2126  -0.054
C  -1.2812  4.0793  0.3597  -0.138
C  -1.9609  4.9964  1.1410  -0.040
C  -3.3446  4.9675  1.2340  -0.064
C  -4.0645  3.9885  0.5713  -0.026
C  -3.4356  3.0624  -0.2469  -0.143
C  -4.2309  1.9127  -0.8380  -0.370
C  -4.8297  1.0578  0.2890  -0.047
C  -5.3288  2.3951  -1.7895  -0.046
C  -2.0295  3.1375  -0.3867  -0.219
N  -1.3285  2.2781  -1.2142  0.090
C  -1.5952  2.2328  -2.5272  -0.224
C  -2.2931  3.2536  -3.2261  0.008
C  -2.3668  3.2468  -4.6005  -0.062
C  -1.7773  2.2243  -5.3406  -0.046
C  -1.1030  1.1907  -4.6940  0.005
C  -1.0289  1.2109  -3.3285  -0.204
F  -0.4115  0.2044  -2.6876  -0.029
H  1.9623  3.7735  1.5100  0.076
H  0.5872  2.7193  1.8741  0.054
H  0.5565  4.4165  2.3818  0.082
H  0.5362  3.3862  -0.4920  0.121
H  0.5604  6.2574  0.5504  0.078
H  0.2180  5.8056  -1.1248  0.085
H  1.8000  5.4551  -0.4184  0.081
H  -1.4072  5.7569  1.6797  0.117
H  -3.8611  5.7063  1.8344  0.110
H  -5.1395  3.9505  0.6994  0.118
H  -3.5536  1.2731  -1.4070  0.117
H  -5.6040  1.6104  0.8225  0.083
H  -4.0591  0.7729  1.0068  0.062
H  -5.2799  0.1537  -0.1245  0.085
H  -6.0388  3.0428  -1.2735  0.081
H  -5.8783  1.5402  -2.1863  0.086
H  -4.9028  2.9487  -2.6270  0.066
H  -2.7119  4.0724  -2.6557  0.127
H  -2.8753  4.0532  -5.1118  0.114
H  -1.8320  2.2351  -6.4202  0.114
H  -0.6418  0.3849  -5.2492  0.122
O  0.8086  -2.1121  1.5106  -0.439
O  0.6265  -3.5683  1.1934  -0.252

=====

[2]
The following is a DFT calculation (the ωB97M-V functional and the def2-TZVPD basis) of a structure of composition C57H51N4O7ReSTe.

Its net charge is +1. The value obtained for the LUMO energy (spin up / spin down) is -3.5 / -3.8 eV. Its multiplicity is 4.

Last column: Mulliken spin population.
Element x y z (Å)
Re  -0.3773  -0.1255  -0.8564  2.815
C  -1.0339  0.5169  3.4297  -0.006
O  -2.2236  -0.1084  2.8369  0.030
C  -2.0109  -0.1396  1.5492  0.013
N  -0.9358  0.3852  1.0856  0.014
C  -0.2869  1.0995  2.2121  0.056
C  -0.4877  2.6025  2.1134  0.009
C  -1.2786  3.1904  1.1329  0.026
C  -1.4486  4.5695  1.0979  0.015
C  -0.8356  5.3703  2.0493  0.000
C  -0.0605  4.7860  3.0441  0.001
C  0.1091  3.4105  3.0771  0.003
C  -3.0554  -0.6672  0.6534  0.051
C  -4.2637  -1.1295  1.1290  0.007
C  -5.2550  -1.4244  0.2019  0.004
C  -4.9977  -1.1930  -1.1368  0.008
C  -3.7383  -0.7491  -1.5193  0.084
N  -2.7581  -0.5327  -0.6434  -0.014
C  -3.4376  -0.4485  -2.9383  -0.056
N  -2.2737  -0.4219  -3.4108  0.081
C  -2.3931  -0.0205  -4.8203  0.026
C  -3.9158  0.2469  -4.9911  -0.001
O  -4.5021  -0.1536  -3.7119  0.001
C  -1.5119  1.1654  -5.1366  0.029
C  -1.1146  1.3979  -6.4489  -0.003
C  -0.3208  2.4932  -6.7605  0.001
C  0.0890  3.3631  -5.7577  -0.002
C  -0.3027  3.1341  -4.4459  0.039
C  -1.1017  2.0410  -4.1390  0.026
H  -1.3841  1.2852  4.1098  0.001
H  -0.4802  -0.2502  3.9696  0.002
H  0.7697  0.8369  2.2215  0.010
H  -1.7601  2.5777  0.3810  -0.035
H  -2.0637  5.0155  0.3262  0.000
H  -0.9671  6.4449  2.0224  0.000
H  0.4235  5.4011  3.7922  0.000
H  0.7276  2.9687  3.8526  0.001
H  -4.4127  -1.2302  2.1955  0.002
H  -6.2199  -1.7971  0.5212  0.000
H  -5.7542  -1.3415  -1.8959  0.000
H  -2.0729  -0.8616  -5.4366  0.001
H  -4.1393  1.2998  -5.1419  0.000
H  -4.3791  -0.3452  -5.7742  0.000
H  -1.4163  0.7090  -7.2318  0.000
H  -0.0123  2.6609  -7.7848  0.000
H  0.7193  4.2101  -5.9985  0.000
H  0.0166  3.8064  -3.6581  0.004
H  -1.3893  1.8566  -3.1122  -0.067
C  3.5650  4.7721  6.2048  0.000
C  3.4149  3.9673  4.9414  -0.007
C  3.3222  2.5856  4.9745  0.002
C  3.2154  1.8196  3.8135  0.005
C  3.0379  0.3208  3.9930  -0.003
C  3.2169  2.4780  2.5740  -0.006
Te  3.3068  1.2571  0.8480  -0.119
C  3.3050  3.8779  2.5140  0.010
C  3.2678  4.6321  1.2145  -0.002
C  3.3932  4.5940  3.6997  0.002
H  3.4186  4.1542  7.0900  0.000
H  2.8481  5.5942  6.2365  0.000
H  4.5634  5.2107  6.2630  -0.001
H  3.3413  2.0756  5.9336  0.000
H  3.5264  -0.0083  4.9103  0.000
H  3.4271  -0.2751  3.1731  0.001
H  1.9740  0.0754  4.0912  0.000
H  2.2450  4.6728  0.8263  -0.001
H  3.8931  4.1528  0.4596  0.001
H  3.6151  5.6565  1.3497  0.000
H  3.4667  5.6771  3.6504  0.000
C  -3.2073  -3.6886  5.3915  0.000
C  -2.2538  -3.4806  4.2431  0.002
C  -0.9313  -3.1033  4.4626  -0.001
C  -0.0546  -2.8864  3.4037  0.003
C  -0.5113  -3.0611  2.1094  0.003
C  -1.8283  -3.4367  1.8614  0.022
C  -2.6866  -3.6514  2.9265  -0.001
S  0.6096  -2.7415  0.7495  0.103
C  1.0441  -4.4422  0.3889  0.017
O  1.8231  -2.0936  1.3189  0.013
H  -2.6883  -3.6630  6.3483  0.000
H  -3.7210  -4.6472  5.3073  0.000
H  -3.9722  -2.9089  5.4037  0.000
H  -0.5762  -2.9828  5.4801  0.000
H  0.9744  -2.5801  3.5654  0.000
H  -2.1726  -3.5840  0.8401  0.005
H  -3.7094  -3.9648  2.7392  0.000
H  1.6993  -4.7619  1.1996  0.006
H  1.5618  -4.4658  -0.5708  -0.004
H  0.1390  -5.0480  0.3419  -0.002
O  0.6695  -1.8975  -4.4703  0.039
C  0.1770  -2.0705  -3.3838  0.022
O  0.0863  -1.1392  -2.4681  0.106
C  -0.3214  -3.4377  -2.9856  0.000
C  -1.2575  -3.6170  -1.9722  -0.054
C  -1.7191  -4.8828  -1.6526  -0.004
C  -1.2154  -5.9589  -2.3568  0.001
C  -0.2934  -5.8155  -3.3738  0.000
C  0.1480  -4.5396  -3.6894  -0.004
N  -1.6954  -7.3203  -2.0127  0.000
O  -2.4050  -7.4332  -1.0329  0.000
O  -1.3487  -8.2318  -2.7296  0.000
H  -1.6407  -2.7548  -1.4469  0.110
H  -2.4530  -5.0552  -0.8764  0.000
H  0.0598  -6.6881  -3.9035  0.000
H  0.8616  -4.3800  -4.4872  0.000
C  4.5626  -0.6661  -3.6020  -0.021
C  3.8533  -1.5646  -2.8045  0.016
C  2.8477  -1.1073  -1.9842  -0.014
C  2.5232  0.2522  -1.9110  -0.038
C  1.4498  0.7628  -1.0311  -0.307
C  1.7088  2.1455  -0.6020  0.123
C  2.3072  3.0667  -1.5821  0.010
C  3.0155  2.5879  -2.6051  -0.005
C  3.2732  1.1579  -2.6911  -0.010
C  4.2690  0.6790  -3.5445  0.017
H  5.3531  -1.0219  -4.2498  -0.001
H  4.0887  -2.6209  -2.8353  0.000
H  2.3198  -1.8036  -1.3465  -0.040
H  0.9669  2.5899  0.0509  -0.174
H  2.1444  4.1284  -1.4509  0.000
H  3.4570  3.2441  -3.3457  -0.002
H  4.8229  1.3879  -4.1485  0.000

=====

The evaluated relative energy (zero: lowest compared OMol25 entry of this formula, charge and spin) for the records listed, in turn: 13.7, 33.1 kcal/mol.